[1]
# C6H9N3O2

A cluster of 2 separate species, C6H9N3O2 in total (ωB97M-V/def2-TZVPD, the Open Molecules 2025 dataset).

* frontier orbital gap: 7.80 eV
* molecular weight: 155.157 g mol⁻¹
* energy: -548.632119 hartree
* relative energy (zero: lowest compared OMol25 entry of this formula, charge and spin): 118.8 kcal per mole
* LUMO level: -0.692 eV
* highest occupied orbital energy: -8.5 eV
* net charge: 0
* max |F|: 7.5 eV/A

Atoms and positions in Å:
O -3.3151 -0.3382 0.2677
O -0.0324 2.4813 -0.2168
N -1.4502 1.0120 0.0014
N -1.2575 -1.3621 0.2706
N 0.8047 -2.2523 -0.3871
C 2.2016 0.2241 -0.3096
C -2.0741 -0.2924 0.1329
C 0.6366 0.1425 -0.0843
C 3.2927 0.1893 0.7448
C 0.0721 -1.1571 0.0320
C -0.2049 1.1588 -0.2150
H 0.7716 2.7809 -0.6480
H 1.9116 -2.5479 -1.2770
H 4.2030 0.4311 0.2837
H -1.9406 1.8575 -0.0170
H 2.0275 1.1637 -1.0030
H 3.4665 -1.0099 1.0627
H 2.4769 -0.6611 -0.9176
H 3.1753 0.7967 1.6664
H 0.4648 -3.3289 -0.5561

natural (NBO) population analysis, charges in e, atoms 1 to 8: -0.6313 -0.6625 -0.5759 -0.5735 -0.8345 -0.3917 0.7387 -0.2872



[2]
# C29H29N2P2Sn

A structure of composition C29H29N2P2Sn (ωB97M-V/def2-TZVPD, the Open Molecules 2025 dataset).

* frontier orbital gap: 7.92 eV
* molecular weight: 586.224 g mol⁻¹
* energy: -2128.812944 hartree
* LUMO level: -2.242 eV
* highest occupied orbital energy: -10.2 eV
* net charge: +1
* max |F|: 0.5 eV/A

Atoms and positions in Å:
Sn 0.0169 -0.0655 -0.3287
P -2.8175 -0.1795 -0.3639
P 2.7328 -0.1603 0.4043
N -0.5613 4.2706 0.2018
N -0.0136 2.2095 -0.2307
C 2.8744 -4.2781 0.4789
C 2.4719 -0.1754 3.2549
C 1.8742 -0.1661 2.0026
C 2.8873 -2.2299 -1.3856
C 6.8049 0.0454 0.8963
C -0.9044 2.9834 0.3565
C 0.9400 3.0348 -0.7825
C -0.3050 -0.1991 2.9948
C -6.8272 0.5906 0.1278
C -5.6214 0.1723 -0.4123
C -2.9646 -1.9932 -0.1458
C 4.5969 1.6975 1.1779
C 0.2852 -0.2119 4.2543
C 0.6077 4.3255 -0.5177
C 4.4307 0.3760 0.7582
C 5.8600 2.1793 1.4742
C -4.4319 0.3872 0.2819
C 2.8417 -1.9275 -0.0223
C -4.4720 1.0183 1.5227
C -3.0093 0.0300 -2.1753
C -5.6811 1.4302 2.0645
C 2.9384 -3.5469 -1.8126
C -6.8586 1.2209 1.3644
C 1.6654 -0.1941 4.3858
C 0.4761 -0.1613 1.8455
C 6.9662 1.3502 1.3357
C 2.9260 -4.5720 -0.8767
C 2.8323 -2.9605 0.9101
C 5.5401 -0.4474 0.6050
H -3.8441 -2.3705 -0.6657
H 1.0891 5.2522 -0.7738
H -3.2768 1.0667 -2.3818
H -1.3876 -0.2125 2.9179
H 2.9781 -3.7765 -2.8694
H 1.7852 2.6399 -1.3204
H 2.8883 -1.4203 -2.1078
H -1.0699 5.0621 0.5577
H 2.9527 -5.6041 -1.2009
H -2.0718 -2.4918 -0.5292
H -2.0649 -0.1936 -2.6706
H -7.8021 1.5469 1.7814
H -1.7767 2.6328 0.8832
H 5.4204 -1.4680 0.2638
H 7.6709 -0.5932 0.7792
H 3.5513 -0.1624 3.3499
H 2.7890 -2.7340 1.9687
H 3.7257 2.3369 1.2779
H -0.3339 -0.2313 5.1426
H -3.5475 1.1751 2.0688
H 5.9844 3.2025 1.8045
H 7.9525 1.7248 1.5754
H 2.8675 -5.0792 1.2067
H -5.6204 -0.3256 -1.3726
H -3.7761 -0.6272 -2.5806
H 2.1199 -0.1938 5.3682
H -3.0558 -2.2089 0.9188
H -5.7028 1.9125 3.0332
H -7.7458 0.4205 -0.4186

natural (NBO) population analysis, charges in e, atoms 1 to 8: 0.9664 0.8296 0.8265 -0.4838 -0.5737 -0.2034 -0.2011 -0.3822



[3]
# C4H5NO2

The molecule C4H5NO2 (ωB97M-V/def2-TZVPD, the Open Molecules 2025 dataset).

* frontier orbital gap: 9.61 eV
* molecular weight: 99.089 g mol⁻¹
* energy: -360.522207 hartree
* relative energy (zero: lowest compared OMol25 entry of this formula, charge and spin): 92.4 kcal per mole
* LUMO level: 0.890 eV
* highest occupied orbital energy: -8.7 eV
* net charge: 0
* max |F|: 0.8 eV/A

Atoms and positions in Å:
O -0.9256 3.2007 1.0444
O 0.5349 1.9847 0.1658
N -0.2803 -1.3214 -0.8680
C -0.7773 2.0808 0.3495
C 0.0066 -2.4878 -0.0422
C 0.9499 0.8730 -0.5623
C 0.2832 -0.2556 -0.6615
H -1.8777 3.3015 1.1742
H 1.8960 1.0204 -1.0637
H 0.8651 -2.3365 0.6230
H -0.8782 -2.7306 0.5519
H 0.2034 -3.3292 -0.7110

natural (NBO) population analysis, charges in e, atoms 1 to 8: -0.6686 -0.4929 -0.3821 0.3874 -0.4280 -0.0992 0.3441 0.4996



[4]
# C40H46GeN7O3P2SV

A structure of composition C40H46GeN7O3P2SV (ωB97M-V/def2-TZVPD, the Open Molecules 2025 dataset).

* frontier orbital gap (spin up / spin down): 5.00 / 5.16 eV
* molecular weight: 890.423 g mol⁻¹
* energy: -6262.717616 hartree
* relative energy (zero: lowest compared OMol25 entry of this formula, charge and spin): 23.8 kcal per mole
* LUMO level (spin up / spin down): 1.803 / 1.997 eV
* 2S+1: 2
* highest occupied orbital energy (spin up / spin down): -3.2 / -3.2 eV
* net charge: -1
* max |F|: 2.9 eV/A

Atoms and positions in Å:
Ge 1.4676 -1.1471 -1.8352
V -0.3658 0.0252 1.3231
S -2.2248 -2.3116 1.7206
P 0.1222 2.8399 -0.7585
P 2.6565 2.6788 0.7903
O -3.0698 -1.1431 1.6510
O -2.4506 -3.1805 2.8513
O -5.8892 -0.1692 -2.8048
N -0.6997 -1.8302 1.6048
N -1.7644 0.5228 0.0531
N 0.7196 3.6205 5.8946
N 1.1098 -0.4231 2.7746
N -6.6673 0.9799 -1.0172
N -3.3196 3.9503 4.3523
N -0.2755 1.7612 1.9858
C -3.8689 -4.7556 -1.0818
C -0.9265 3.1489 4.0101
C 1.2391 -1.7644 2.9123
C 4.0257 3.5360 -1.5587
C 2.0068 -3.0867 -1.7688
C -0.5833 2.3906 2.9270
C 1.2970 -4.5331 3.1448
C 3.3413 4.2078 1.6058
C -1.4754 -3.4592 -0.6515
C 3.0872 -0.2846 -2.6576
C 2.2624 -2.3841 3.6721
C 1.2335 -0.3194 -0.0463
C 1.6759 3.6863 -3.0193
C -2.2385 3.5836 4.1883
C 3.0352 -0.1709 4.1778
C -3.9826 1.4226 -0.1409
C -0.1705 4.4424 0.1226
C 2.2730 -3.7866 3.7646
C -2.5116 -3.3080 0.2455
C 2.8156 3.2458 -0.9476
C -3.7101 -3.9604 0.0401
C -1.6349 -4.2547 -1.7720
C -1.1851 3.0967 -2.0551
C 2.8859 3.9881 -3.6183
C 1.9887 0.3415 3.4106
C -2.8355 -4.9130 -1.9994
C 3.1939 -1.5336 4.3060
C 0.2882 -3.9328 2.3965
C -2.7310 1.3876 0.4162
C -3.0269 -5.7570 -3.2234
C -0.0123 3.4018 5.0303
C -2.0599 -0.2789 -0.9830
C 4.0608 3.9175 -2.8883
C 1.6258 3.3367 -1.6772
C 0.2487 -2.5506 2.2695
C 4.2017 1.6407 0.9093
C 0.1517 -1.0341 -3.3534
C -3.2781 -0.3218 -1.6055
C -4.3186 0.5151 -1.1619
C -5.6527 0.3928 -1.7414
H 1.8757 1.4145 3.3092
H 2.9101 4.2827 -4.6580
H -1.1685 4.4067 0.5552
H -4.5013 -3.8435 0.7625
H 0.6920 -1.2648 -4.2686
H -2.0713 -5.9896 -3.6881
H -3.6371 -5.2157 -3.9462
H 2.5742 4.9805 1.6372
H -2.4780 2.1034 1.1893
H -0.8181 -4.3618 -2.4703
H 4.0539 0.8975 1.6923
H 4.2083 4.5888 1.0674
H -4.8059 -5.2620 -1.2540
H -6.5390 1.1261 -0.0309
H -2.1505 3.0363 -1.5550
H 4.9507 3.4522 -1.0040
H -3.5406 -6.6854 -2.9800
H 0.7736 3.7140 -3.6105
H 1.9206 -3.5284 -2.7594
H 1.3131 -5.6105 3.2339
H -1.1386 2.2930 -2.7879
H -7.6012 0.7624 -1.3240
H 4.3491 1.1241 -0.0362
H 2.9666 0.7939 -2.7125
H -1.1093 4.0604 -2.5575
H 3.7124 0.5154 4.6651
H -0.4842 -4.5257 1.9300
H -0.5427 -2.9499 -0.4602
H 1.9677 -0.8850 0.5383
H 5.0780 2.2403 1.1552
H 3.0455 -3.1661 -1.4608
H 1.4154 -3.6802 -1.0794
H 1.6622 0.6750 -0.1832
H -0.6760 -1.7305 -3.2640
H 0.5525 4.5472 0.9250
H 4.0058 -1.9514 4.8846
H -3.4657 -1.0084 -2.4170
H -4.6904 2.1631 0.2047
H 3.2520 -0.6549 -3.6660
H 3.0482 -4.2628 4.3446
H -0.0919 5.2867 -0.5622
H 3.6230 3.9585 2.6284
H 5.0050 4.1437 -3.3631
H -1.2611 -0.9320 -1.2892
H -0.2513 -0.0310 -3.4422
H 3.9820 -0.4940 -2.0768

Löwdin population analysis, charges in e, atoms 1 to 8: 0.8031 0.6266 0.6250 0.9121 0.9126 -0.2870 -0.2880 0.0416



[5]
# C8H18Si

The molecule C8H18Si (ωB97M-V/def2-TZVPD, the Open Molecules 2025 dataset).

* frontier orbital gap (spin up / spin down): 7.21 / 8.78 eV
* molecular weight: 142.318 g mol⁻¹
* energy: -604.941428 hartree
* relative energy (zero: lowest compared OMol25 entry of this formula, charge and spin): 83.1 kcal per mole
* LUMO level (spin up / spin down): -0.183 / 0.642 eV
* highest occupied orbital energy (spin up / spin down): -7.4 / -8.1 eV
* net charge: 0
* max |F|: 3.6 eV/A

Atoms and positions in Å:
Si -1.8349 -1.7906 1.0183
C 0.8673 0.0081 1.7508
C 0.1343 1.4992 -0.1425
C 0.4121 1.9951 -1.5113
C 0.5636 -0.0453 0.2458
C -0.2753 -1.4912 0.0507
C -0.9873 2.1386 0.5827
C 1.9107 -0.2680 -0.4600
C -0.1851 -2.0950 -1.3066
H -0.0211 0.2101 2.3395
H 1.4796 2.0575 -1.7212
H -3.0147 -1.0393 0.5419
H -0.8278 -2.9705 -1.3761
H -0.6774 3.1281 0.9306
H 1.6009 0.7854 1.9606
H 2.3602 -1.1986 -0.1192
H -2.1528 -3.2191 0.8896
H 1.8043 -0.3129 -1.5395
H -0.0267 2.9816 -1.6521
H 2.5971 0.5420 -0.2164
H -1.8481 2.2949 -0.0766
H -0.0209 1.3194 -2.2597
H 1.2678 -0.9504 2.0767
H -0.5007 -1.3858 -2.0800
H -1.6819 -1.4815 2.4421
H 0.8346 -2.4003 -1.5499
H -1.3113 1.5576 1.4395

natural (NBO) population analysis, charges in e, atoms 1 to 8: 0.8496 -0.6171 0.1668 -0.6958 -0.1372 -0.2611 -0.6931 -0.6231



[6]
# C33H32N4O4Sn

A structure of composition C33H32N4O4Sn (ωB97M-V/def2-TZVPD, the Open Molecules 2025 dataset).

* frontier orbital gap: 6.47 eV
* molecular weight: 667.354 g mol⁻¹
* energy: -2010.272346 hartree
* relative energy (zero: lowest compared OMol25 entry of this formula, charge and spin): 79.4 kcal per mole
* LUMO level: -6.803 eV
* highest occupied orbital energy: -13.3 eV
* net charge: +2
* max |F|: 3.0 eV/A

Atoms and positions in Å:
Sn -0.3862 -0.3354 -0.0637
O -0.0248 -1.1476 2.7890
O -1.9262 1.6031 -1.0104
O 0.2230 1.1830 2.6542
O 2.0325 -0.9442 1.0665
N 0.4817 2.2822 0.0589
N -1.7045 -2.3537 -0.1315
N -1.5121 -3.1150 -1.1113
N 1.5762 2.7492 0.5270
C 6.0842 3.8767 2.2296
C -2.4136 -2.8293 0.9563
C 1.1323 -1.9329 3.0792
C 0.6118 4.1364 -3.1346
C -3.2077 -4.5984 2.3748
C 2.3313 1.3648 3.9236
C -0.2911 -0.0104 3.4485
C 0.1162 2.8148 -1.1638
C 3.1368 -0.7803 0.1928
C 5.5652 3.0089 3.1515
C -1.1275 2.4411 -1.7363
C -3.5749 -2.3012 2.9941
C 2.3921 -1.5026 2.3135
C -1.4683 2.9298 -2.9895
C 3.6419 1.7613 4.0342
C 3.4762 2.8945 1.8800
C -2.9373 -1.8881 1.8444
C 4.2403 2.5360 3.0273
C 0.9524 3.6895 -1.8820
C 2.1418 2.3773 1.7010
C -0.0357 -1.4220 -2.0453
C 4.0400 3.7869 0.9531
C -2.5635 -4.1931 1.2228
C -0.7199 -2.6714 -2.1227
C 5.3000 4.2912 1.1430
C 0.7692 -1.0983 -3.1280
C 1.6105 1.6415 2.7654
C -3.1921 1.2503 -1.5503
C 0.9350 -1.9614 -4.2102
C -0.5761 -3.5283 -3.2206
C -3.7004 -3.6571 3.2655
C 0.2660 -3.1756 -4.2552
C -0.6021 3.7523 -3.6916
H -2.8704 -0.8367 1.5787
H 1.2836 4.7714 -3.6894
H -3.3259 -5.6503 2.5826
H 3.0192 -2.3894 2.1633
H 1.6028 -1.6872 -5.0137
H 3.6405 -1.7338 0.0157
H 1.8856 0.8242 4.7425
H -0.8733 4.0824 -4.6824
H -2.4045 2.6602 -3.4475
H -3.9848 -1.5743 3.6791
H 2.9755 -0.7675 2.8857
H -2.1498 -4.9066 0.5303
H -0.3750 1.9495 2.7619
H 2.7352 -0.4025 -0.7452
H 1.3381 -1.9433 4.1549
H 3.4503 4.0944 0.1078
H -3.0847 0.7120 -2.4925
H -3.8134 2.1362 -1.6913
H 7.0894 4.2524 2.3372
H 1.3016 -0.1538 -3.1355
H 0.1045 0.0388 4.4706
H -1.1217 -4.4605 -3.2261
H -3.6613 0.5930 -0.8224
H -1.3759 0.1347 3.4225
H -4.1898 -3.9761 4.1708
H 6.1555 2.6877 3.9953
H 1.8902 3.9773 -1.4350
H 0.8278 -2.9343 2.7726
H 5.6995 5.0157 0.4502
H 4.2037 1.4940 4.9153
H 0.4056 -3.8424 -5.0913
H 3.8538 -0.0615 0.6022

Löwdin population analysis, charges in e, atoms 1 to 8: 1.5096 -0.1525 -0.2331 0.0216 -0.3232 0.0197 -0.0718 0.1109



[7]
# CH10N3O2

A cluster of 3 separate species, CH10N3O2 in total (ωB97M-V/def2-TZVPD, the Open Molecules 2025 dataset).

* frontier orbital gap: 11.72 eV
* molecular weight: 96.110 g mol⁻¹
* energy: -358.619584 hartree
* relative energy (zero: lowest compared OMol25 entry of this formula, charge and spin): 38.8 kcal per mole
* LUMO level: -3.162 eV
* highest occupied orbital energy: -14.9 eV
* net charge: +1
* max |F|: 9.7 eV/A

Atoms and positions in Å:
O 0.9187 -1.6419 1.6453
O 1.0233 1.5308 1.8062
N -1.3831 0.5524 -2.1401
N 0.4986 0.5883 -0.6470
N -1.1190 -1.0884 -0.4453
C -0.5999 -0.0665 -1.1391
H 0.7423 2.4478 2.0822
H -1.7934 -1.6500 -0.6490
H -0.9749 1.4892 -2.4452
H 0.8222 1.3150 -1.1918
H -1.5825 -0.0010 -2.9334
H 0.7185 0.7769 0.3880
H -0.4487 -1.3452 0.3232
H 1.5670 -0.9138 1.7185
H 1.6896 1.2277 2.5729
H 1.3468 -2.4247 1.9841

natural (NBO) population analysis, charges in e, atoms 1 to 8: -0.9577 -0.9784 -0.7743 -0.7918 -0.7192 0.6835 0.5193 0.4079